# 1
{
  "formula": "C20H35N3O2",
  "method": "ωB97M-V/def2-TZVPD",
  "e_above_lowest_kj_mol": 0.0,
  "multiplicity": 1,
  "smiles": "O=C(NCC1CCCCC1)C1CCN(C(=O)NC2CCCCC2)CC1",
  "e_homo_ha": -0.3240,
  "elements": ["O", "C", "N", "H", "C", "H", "H", "C", "C", "C", "C", "C", "C", "H", "H", "H", "H", "H", "H", "H", "H", "H", "H", "H", "C", "C", "H", "H", "C", "N", "C", "O", "N", "H", "C", "C", "C", "C", "C", "C", "H", "H", "H", "H", "H", "H", "H", "H", "H", "H", "H", "C", "H", "C", "H", "H", "H", "H", "H", "H"],
  "positions_angstrom": [[-1.899, -1.579, -1.777], [-2.146, -1.611, -0.590], [-3.405, -1.623, -0.098], [-3.548, -1.616, 0.899], [-4.576, -1.511, -0.935], [-4.220, -1.604, -1.963], [-5.254, -2.343, -0.715], [-5.320, -0.179, -0.762], [-5.904, -0.024, 0.644], [-6.693, 1.279, 0.750], [-5.798, 2.471, 0.422], [-5.197, 2.319, -0.972], [-4.417, 1.012, -1.081], [-4.005, 0.902, -2.086], [-3.578, 1.031, -0.382], [-4.537, 3.162, -1.185], [-5.999, 2.326, -1.714], [-6.376, 3.395, 0.480], [-4.994, 2.533, 1.158], [-7.101, 1.384, 1.758], [-7.531, 1.251, 0.051], [-6.553, -0.872, 0.874], [-5.096, -0.005, 1.380], [-6.151, -0.187, -1.477], [-1.067, -1.629, 0.490], [0.230, -2.224, -0.057], [0.520, -1.670, -0.952], [0.073, -3.266, -0.339], [1.335, -2.128, 0.997], [1.545, -0.757, 1.405], [2.488, 0.113, 0.903], [2.408, 1.313, 1.096], [3.521, -0.439, 0.201], [3.679, -1.431, 0.244], [4.678, 0.355, -0.162], [5.812, 0.191, 0.854], [7.016, 1.035, 0.450], [7.495, 0.650, -0.947], [6.365, 0.813, -1.959], [5.160, -0.034, -1.559], [4.348, 0.101, -2.275], [5.441, -1.091, -1.560], [6.068, 1.862, -2.004], [6.708, 0.518, -2.953], [8.343, 1.273, -1.234], [7.831, -0.390, -0.942], [6.733, 2.089, 0.458], [7.823, 0.898, 1.172], [5.455, 0.490, 1.842], [6.103, -0.863, 0.902], [4.339, 1.396, -0.159], [0.346, -0.171, 1.970], [0.073, -0.739, 2.866], [-0.803, -0.192, 0.960], [-0.530, 0.422, 0.100], [-1.698, 0.234, 1.418], [0.585, 0.856, 2.250], [1.036, -2.694, 1.889], [2.252, -2.576, 0.616], [-1.413, -2.229, 1.340]],
  "forces_ev_per_a": [[0.181, 0.095, -0.400], [0.185, -0.233, 0.631], [-0.451, 0.007, 0.247], [0.196, -0.047, -0.045], [-0.269, 0.150, -0.252], [-0.100, -0.065, 0.095], [0.036, 0.037, -0.079], [0.411, -0.222, 0.207], [-0.313, 0.035, -0.335], [0.237, 0.032, 0.287], [-0.254, 0.014, -0.226], [0.250, 0.033, 0.225], [-0.327, 0.018, -0.252], [0.100, -0.027, -0.014], [0.091, -0.023, 0.028], [-0.041, 0.040, -0.080], [-0.032, 0.049, -0.073], [0.046, 0.045, 0.070], [0.044, 0.046, 0.068], [-0.091, 0.004, -0.027], [-0.084, -0.008, -0.008], [0.033, -0.072, 0.058], [0.084, -0.036, 0.090], [-0.025, -0.008, -0.011], [0.164, 0.175, -0.450], [-0.046, -0.062, 0.229], [0.011, -0.047, -0.030], [0.020, -0.022, -0.064], [0.004, -0.166, -0.299], [-0.139, -0.011, 0.213], [0.039, -0.297, 0.120], [0.001, 0.481, -0.012], [0.094, -0.274, -0.166], [-0.108, 0.047, 0.042], [0.120, -0.102, -0.040], [-0.141, 0.390, -0.044], [0.130, -0.323, 0.005], [-0.057, 0.332, -0.010], [0.133, -0.345, 0.001], [-0.085, 0.395, 0.041], [-0.051, -0.075, 0.015], [-0.007, -0.108, -0.024], [-0.011, 0.079, -0.063], [-0.026, 0.088, -0.038], [0.066, -0.063, -0.013], [0.065, -0.056, -0.013], [0.023, 0.092, 0.042], [-0.007, 0.097, 0.028], [-0.039, -0.074, 0.030], [-0.016, -0.082, 0.019], [0.086, -0.116, -0.031], [-0.116, 0.421, 0.010], [-0.010, 0.028, -0.010], [0.104, -0.166, 0.283], [-0.028, 0.060, -0.039], [-0.042, 0.055, -0.019], [-0.081, -0.182, 0.063], [0.117, -0.029, -0.078], [-0.050, -0.029, 0.098], [-0.020, 0.019, -0.005]]
}

***

# 2
{
  "formula": "C3H5NO2",
  "method": "ωB97M-V/def2-TZVPD",
  "e_above_lowest_kj_mol": 451.7,
  "multiplicity": 1,
  "smiles": "C1=NOCOC1",
  "e_homo_ha": -0.3573,
  "elements": ["C", "C", "C", "H", "H", "H", "H", "H", "N", "O", "O"],
  "positions_angstrom": [[-0.852, -0.700, 0.410], [1.333, -0.309, -0.073], [0.781, 0.983, 0.031], [-1.602, -1.504, 0.279], [-0.548, -0.591, 1.476], [1.746, -0.398, 0.992], [2.150, -0.338, -0.958], [1.380, 1.728, 0.518], [-0.373, 1.300, 0.056], [0.290, -1.274, -0.223], [-1.300, 0.294, -0.391]],
  "forces_ev_per_a": [[-1.019, -5.171, -0.981], [2.194, -2.642, -0.897], [3.785, 1.161, 0.873], [0.246, 0.251, 0.668], [-0.870, 0.971, -0.500], [0.481, -0.474, -1.417], [-1.770, -0.440, 2.295], [0.762, 0.568, -0.220], [-5.980, 3.704, -1.433], [1.363, 0.351, -0.118], [0.808, 1.723, 1.730]]
}

***

# 3
{
  "formula": "C11H5F7N2O2S",
  "method": "ωB97M-V/def2-TZVPD",
  "e_above_lowest_kj_mol": 1549.5,
  "multiplicity": 1,
  "smiles": "O=S(=O)(c1cnc2ccccc2n1)C(F)(F)C(F)(F)C(F)(F)F",
  "e_homo_ha": -0.3407,
  "elements": ["O", "S", "O", "C", "C", "N", "C", "C", "C", "C", "C", "C", "N", "C", "F", "F", "C", "F", "F", "C", "F", "F", "F", "H", "H", "H", "H", "H"],
  "positions_angstrom": [[-0.278, -0.564, 3.693], [-1.277, -0.810, 2.496], [-2.682, -0.436, 3.031], [-0.706, 0.360, 1.124], [-1.814, 0.973, 0.102], [-1.539, 1.898, -1.051], [-0.064, 2.174, -1.120], [0.450, 3.157, -2.366], [2.012, 3.586, -2.622], [3.133, 2.993, -1.564], [2.658, 2.034, -0.318], [1.065, 1.615, -0.091], [0.757, 0.695, 1.057], [-1.096, -2.631, 2.052], [-2.117, -3.360, 2.892], [0.243, -3.185, 2.463], [-1.451, -2.992, 0.492], [-2.559, -2.116, -0.025], [-2.040, -4.383, 0.513], [-0.156, -3.062, -0.513], [0.859, -2.002, -0.298], [-0.666, -2.920, -1.910], [0.534, -4.388, -0.299], [-2.944, 0.634, 0.261], [-0.361, 3.589, -3.126], [2.281, 4.276, -3.553], [4.261, 3.254, -1.736], [3.495, 1.613, 0.415]],
  "forces_ev_per_a": [[-2.865, -1.662, -5.233], [0.358, 4.995, 8.224], [4.014, -1.980, -3.582], [1.704, 2.628, -3.742], [1.755, 0.549, -0.812], [4.454, -3.162, 5.017], [0.779, 0.785, -0.720], [3.116, -0.025, 0.765], [-2.825, -2.872, 3.205], [-3.901, -1.661, 1.395], [-0.862, 1.963, -3.128], [0.131, -0.013, -0.130], [-4.824, 1.500, -3.578], [-0.243, -3.986, 1.495], [3.412, 2.605, -2.703], [-4.583, 2.088, -1.749], [-2.535, -2.153, -0.279], [3.982, -2.591, 1.763], [1.999, 4.541, -0.316], [1.777, -0.365, -1.952], [-3.738, -3.717, -0.646], [2.068, -0.743, 4.903], [-2.539, 4.953, -1.046], [2.767, 0.939, -0.396], [1.882, -1.197, 2.011], [-0.605, -1.730, 2.386], [-2.446, -0.658, 0.560], [-2.233, 0.967, -1.714]]
}

***

# 4
{
  "formula": "C24H28N2O4S",
  "method": "ωB97M-V/def2-TZVPD",
  "e_above_lowest_kj_mol": 2279.1,
  "multiplicity": 1,
  "e_homo_ha": -0.3001,
  "elements": ["C", "C", "H", "O", "C", "C", "C", "C", "C", "C", "H", "H", "C", "H", "H", "C", "N", "C", "O", "C", "C", "C", "C", "C", "C", "C", "H", "H", "N", "C", "O", "C", "C", "O", "C", "C", "H", "H", "S", "H", "H", "C", "H", "H", "H", "H", "H", "H", "H", "H", "H", "H", "H", "H", "H", "H", "H", "H", "H"],
  "positions_angstrom": [[4.704, 0.535, -1.063], [3.285, 0.198, -1.796], [2.549, -0.303, -1.014], [2.760, 1.342, -2.185], [1.635, 1.201, -2.901], [0.899, 0.174, -2.924], [-0.244, 0.351, -3.494], [-0.998, 1.387, -4.010], [-0.213, 2.525, -3.731], [1.064, 2.560, -3.173], [1.510, 3.403, -2.777], [-0.625, 3.457, -3.962], [-2.211, 1.537, -4.769], [-2.460, 1.021, -5.430], [-2.508, 2.539, -4.968], [-3.314, 1.256, -3.507], [-3.014, 1.804, -2.376], [-3.708, 2.839, -1.725], [-4.939, 3.314, -2.293], [-3.159, 3.398, -0.354], [-2.375, 2.192, 0.256], [-1.001, 2.140, 0.181], [-0.373, 1.117, 0.668], [-0.867, 0.345, 1.662], [-2.468, 0.268, 1.810], [-3.025, 1.511, 1.174], [-3.856, 1.622, 1.367], [-2.885, -0.171, 2.623], [-0.143, -0.758, 2.242], [0.974, -1.312, 1.803], [1.487, -1.084, 0.878], [1.339, -2.619, 2.642], [2.531, -3.026, 2.622], [3.143, -4.139, 3.269], [2.219, -4.855, 4.140], [1.109, -3.874, 5.111], [0.601, -4.616, 5.607], [1.966, -2.986, 5.686], [0.122, -3.046, 3.951], [2.764, -5.463, 4.971], [1.588, -5.303, 3.517], [3.730, -2.467, 1.945], [4.665, -3.109, 2.021], [3.546, -2.818, 0.629], [3.737, -1.618, 1.825], [-0.775, -1.119, 2.782], [0.804, 1.014, 0.223], [-0.456, 2.836, -0.898], [-4.109, 3.638, 0.138], [-2.521, 4.129, -0.598], [-2.361, 1.411, -1.868], [-3.521, 0.081, -3.537], [-4.553, 1.606, -4.064], [-0.947, -0.508, -3.783], [1.177, -0.641, -2.682], [3.446, -0.371, -2.417], [4.603, 1.027, -0.272], [5.380, 0.932, -1.716], [5.098, -0.444, -0.698]],
  "forces_ev_per_a": [[-2.393, -7.227, -4.938], [-0.138, 6.972, 15.927], [1.607, 0.648, -1.217], [-0.223, 2.668, -1.764], [2.494, 10.495, 1.957], [-2.123, 4.418, -2.064], [-10.721, -3.692, -5.055], [6.169, 2.284, 0.536], [0.958, 1.335, 0.235], [-1.828, -5.409, -1.052], [1.086, 1.623, 0.274], [-0.727, 1.651, -0.321], [0.124, 6.870, 13.231], [-3.287, -8.593, -10.341], [0.683, 1.072, -0.442], [-5.763, -4.229, -9.866], [-4.155, 6.564, 3.613], [-6.225, 1.580, -3.938], [7.575, -2.611, 3.543], [-2.573, -5.594, -1.634], [0.075, 5.223, -0.250], [-1.083, 4.435, -7.239], [7.766, -1.782, -0.211], [-4.601, -3.840, 0.240], [6.409, 6.508, -3.504], [13.140, -8.698, 0.373], [-14.993, 2.441, 3.056], [-1.412, -1.560, 2.136], [-0.041, 6.004, -2.903], [-5.955, -6.971, 12.175], [8.123, 3.968, -13.076], [-5.328, 2.864, 1.546], [7.301, -3.117, 0.475], [-2.829, 0.267, 2.013], [1.981, 3.068, 4.579], [7.219, 2.685, -2.285], [-1.128, -1.098, 1.878], [-2.971, -3.100, -1.125], [-0.452, 0.258, -1.432], [-0.670, 0.873, -2.155], [-2.584, -2.760, -2.159], [-0.498, -17.076, -4.218], [-1.226, 1.446, 0.831], [0.338, 1.009, 3.561], [0.881, 15.632, -1.557], [-3.126, -3.504, 4.446], [-3.402, 0.011, 1.900], [-1.562, -2.123, 3.784], [0.729, 0.371, 0.280], [2.101, 3.252, -0.536], [4.198, -2.271, 3.097], [0.839, 2.238, 0.693], [3.937, -0.576, 2.295], [1.648, -0.311, 1.082], [3.395, -10.488, 3.233], [2.835, -10.449, -11.821], [-1.169, 4.701, 6.425], [1.667, 1.200, -1.821], [-0.091, 0.446, -0.490]]
}

***

# 5
{
  "formula": "C9H10Si",
  "method": "ωB97M-V/def2-TZVPD",
  "e_above_lowest_kj_mol": 333.5,
  "multiplicity": 1,
  "e_homo_ha": -0.2933,
  "elements": ["C", "C", "C", "C", "C", "C", "C", "C", "C", "Si", "H", "H", "H", "H", "H", "H", "H", "H", "H", "H"],
  "positions_angstrom": [[-5.772, -1.035, -0.606], [-5.413, -0.249, 0.220], [3.783, -0.503, 0.081], [3.399, 0.436, -0.859], [2.798, -1.330, 0.595], [2.065, 0.538, -1.264], [1.496, -1.171, 0.259], [1.101, -0.266, -0.684], [-1.274, 0.502, 0.652], [-0.721, 0.164, -1.110], [-6.252, -1.972, -0.916], [4.815, -0.790, 0.243], [4.088, 1.171, -1.350], [2.957, -2.145, 1.180], [1.809, 1.265, -2.087], [0.921, -1.949, 0.558], [-0.432, 1.124, 0.882], [-2.281, 1.065, 0.701], [-1.419, -0.323, 1.272], [-4.997, 0.736, 0.445]],
  "forces_ev_per_a": [[-1.400, -2.763, 0.092], [1.167, 2.673, -0.357], [0.211, -0.577, -0.507], [0.441, 1.445, -0.867], [0.334, 1.672, -1.046], [0.250, 0.829, -0.623], [1.289, 0.727, -0.852], [-1.629, 1.070, -0.860], [-2.297, 1.682, -1.667], [0.174, -0.153, -0.616], [0.600, 1.030, -0.262], [0.094, 0.570, 0.221], [-0.277, -1.073, 0.636], [1.221, -2.065, 1.790], [0.206, -0.792, 0.993], [-2.468, -1.826, 1.224], [0.351, 0.554, 1.071], [1.699, -0.586, -0.216], [0.389, -1.477, 1.319], [-0.355, -0.940, 0.528]]
}